ORCA calculation (wB97M-V/def2-TZVPD) on an isolated molecule of C4H6N2O.

Element x y z (Å)
1 N 2.193187 0.146440 0.192856
2 C 0.842013 -0.043803 0.140546
3 C 0.115069 -0.905430 -0.662433
4 C -1.227454 -0.743891 -0.242001
5 C -1.346075 0.205457 0.886834
6 O -1.843303 0.851673 -0.584990
7 N 0.012565 0.627658 0.989734
8 H 2.517061 1.057227 0.482914
9 H 2.728199 -0.256614 -0.561021
10 H 0.497173 -1.482033 -1.493509
11 H -2.042606 -1.388173 -0.554219
12 H -2.797267 0.847085 -0.416791
13 H 0.351437 1.084404 1.822081

Forces on the atoms, in the same order (eV/Å):
-0.068 0.083 -0.116
-0.040 -0.024 -0.005
-0.002 0.078 0.050
0.002 -0.309 0.049
0.281 -0.171 -0.146
-0.253 0.178 -0.015
0.033 0.024 0.085
-0.052 -0.121 0.004
-0.080 0.035 0.098
-0.069 0.081 0.137
0.143 0.131 0.059
0.166 0.070 -0.066
-0.061 -0.054 -0.134

- gap between HOMO and LUMO (eV) = 8.54
- LUMO energy (eV) = 0.806
- highest occupied orbital energy (eV) = -7.74
- F_max (hartree/bohr) = 0.00700